[1]
Entry from the Open Molecules 2025 dataset: a cluster of 9 separate species, C33H35Cl2F11O27 in total (ωB97M-V/def2-TZVPD).

Geometry as XYZ:
```
108
C33H35Cl2F11O27 | the Open Molecules 2025 dataset | ωB97M-V/def2-TZVPD
C -2.355 -5.695 4.493
C -2.527 -5.035 3.131
Cl -0.994 -5.367 2.255
C -2.859 -3.507 3.329
Cl -1.735 -2.422 2.445
C -4.264 -3.146 2.805
C -4.420 -1.626 2.918
O -4.348 -0.752 2.087
O -4.705 -1.385 4.230
C -5.213 -2.557 4.883
C -5.472 -3.485 3.713
C -5.777 -4.937 3.997
O -5.832 -5.621 2.734
C -5.735 -6.970 2.801
F -6.810 -7.514 3.415
F -5.677 -7.450 1.541
F -4.629 -7.390 3.462
H -3.315 -5.893 4.956
H -1.795 -5.057 5.163
H -1.855 -6.643 4.367
H -3.298 -5.533 2.568
H -2.725 -3.270 4.371
H -4.466 -3.622 1.856
H -4.442 -3.006 5.504
H -6.054 -2.264 5.488
H -6.350 -3.140 3.168
H -5.100 -5.402 4.704
H -6.770 -4.990 4.434
C -1.038 0.288 -0.543
C -1.271 -0.372 -1.878
O -0.056 -1.093 -2.082
C 0.427 -1.395 -0.831
O 1.266 -2.208 -0.636
O -0.184 -0.658 0.110
F -1.421 0.535 -2.876
H -0.517 1.241 -0.648
H -1.945 0.440 0.027
H -2.108 -1.071 -1.899
C 0.444 -4.232 -3.415
C 0.283 -3.664 -4.804
O -0.246 -4.761 -5.522
C -0.938 -5.536 -4.631
O -1.709 -6.378 -4.931
O -0.624 -5.185 -3.360
F 1.476 -3.302 -5.351
H 1.397 -4.747 -3.290
H 0.344 -3.484 -2.636
H -0.405 -2.820 -4.873
C 2.072 0.347 -3.683
C 1.809 0.270 -5.169
O 2.420 1.458 -5.645
C 3.435 1.763 -4.790
O 4.302 2.535 -5.022
O 3.319 1.055 -3.643
F 0.484 0.302 -5.455
H 1.308 0.925 -3.165
H 2.163 -0.630 -3.219
H 2.259 -0.591 -5.665
C -9.307 0.924 7.219
C -9.542 0.165 5.934
O -8.371 -0.631 5.837
C -7.923 -0.851 7.106
O -7.123 -1.672 7.401
O -8.523 -0.007 7.974
F -9.614 0.986 4.859
H -8.728 1.833 7.047
H -10.224 1.175 7.745
H -10.418 -0.485 5.944
C -5.358 2.724 1.891
C -4.635 3.733 2.753
O -3.440 3.048 3.084
C -3.183 2.172 2.074
O -2.152 1.616 1.905
O -4.269 2.025 1.283
F -5.316 4.019 3.890
H -5.945 2.029 2.492
H -5.995 3.181 1.139
H -4.385 4.667 2.246
C 6.984 4.307 -4.395
C 7.739 5.316 -3.567
O 8.901 4.584 -3.186
C 9.131 3.664 -4.158
O 10.147 3.063 -4.288
O 8.054 3.531 -4.957
F 7.056 5.675 -2.451
H 6.352 3.664 -3.783
H 6.380 4.761 -5.175
H 8.035 6.210 -4.109
C 5.156 8.967 -2.217
C 4.642 9.956 -3.236
O 5.561 9.794 -4.301
C 6.032 8.519 -4.240
O 6.615 7.978 -5.118
O 5.736 7.952 -3.046
F 4.697 11.231 -2.785
H 5.930 9.405 -1.584
H 4.373 8.552 -1.590
H 3.633 9.750 -3.599
C 10.011 0.242 -2.519
C 10.894 0.369 -1.302
O 11.106 -0.985 -0.937
C 11.011 -1.733 -2.076
O 11.378 -2.852 -2.177
O 10.447 -1.008 -3.071
F 10.271 1.013 -0.282
H 8.957 0.170 -2.246
H 10.146 1.054 -3.228
H 11.856 0.847 -1.489
```

## Properties
multiplicity	1
charge	0
ΔE to the lowest compared entry with this formula, charge and spin	0.0	kJ/mol
structure (SMILES)	C[C@H](Cl)[C@@H](Cl)[C@@H]1C(=O)OC[C@@H]1COC(F)(F)F.O=C1OC[C@@H](F)O1.O=C1OC[C@@H](F)O1.O=C1OC[C@@H](F)O1.O=C1OC[C@@H](F)O1.O=C1OC[C@@H](F)O1.O=C1OC[C@@H](F)O1.O=C1OC[C@@H](F)O1.O=C1OC[C@@H](F)O1



[2]
Entry from the Open Molecules 2025 dataset: a structure of composition C33H35Cl5MgN4O6S4Sb2 (ωB97M-V/def2-TZVPD).

Geometry as XYZ:
```
90
C33H35Cl5MgN4O6S4Sb2 | the Open Molecules 2025 dataset | ωB97M-V/def2-TZVPD
Mg 1.536 1.183 0.417
S 2.318 -0.110 5.245
Sb 0.879 0.527 3.598
S 0.721 -0.951 1.804
S 1.517 2.518 2.479
C -1.852 4.346 1.644
C -3.210 4.244 0.993
C -4.081 5.328 1.094
C -5.343 5.303 0.520
C -5.755 4.178 -0.176
C -4.898 3.091 -0.282
C -3.629 3.099 0.293
Sb -2.256 1.417 0.248
C -1.921 1.308 -1.934
C -2.701 2.279 -2.732
C -3.317 1.974 -3.882
C -3.284 0.625 -4.430
C -2.581 -0.339 -3.838
C -1.722 -0.070 -2.639
C -1.631 -1.295 -1.742
C -3.684 -0.164 0.678
C -3.408 -0.746 1.920
C -4.183 -1.766 2.445
C -5.260 -2.244 1.714
C -5.534 -1.697 0.472
C -4.764 -0.662 -0.060
C -5.129 -0.151 -1.425
H -1.690 5.351 2.035
H -1.040 4.116 0.954
H -1.744 3.643 2.472
H -3.757 6.210 1.637
H -5.999 6.160 0.615
H -6.736 4.143 -0.633
H -5.233 2.221 -0.829
H -2.771 3.291 -2.347
H -3.877 2.737 -4.410
H -3.876 0.409 -5.313
H -2.595 -1.357 -4.216
H -1.009 -2.042 -2.240
H -2.622 -1.724 -1.566
H -1.172 -1.073 -0.778
H -2.543 -0.409 2.484
H -3.936 -2.192 3.410
H -5.876 -3.046 2.102
H -6.366 -2.079 -0.111
H -5.086 -0.948 -2.171
H -4.465 0.638 -1.758
H -6.150 0.243 -1.431
C 6.405 -6.290 1.211
C 4.962 -6.335 1.688
S 4.576 -5.153 2.995
O 3.604 -5.773 3.855
O 5.814 -4.652 3.542
C 3.775 -3.799 2.149
C 4.777 -3.041 1.285
N 4.096 -2.084 0.424
C 3.869 -0.797 0.747
N 3.088 -0.214 -0.161
C 2.797 -1.139 -1.105
C 3.407 -2.310 -0.758
N 3.356 -3.545 -1.448
O 2.758 -3.569 -2.505
O 3.942 -4.513 -0.966
C 4.339 -0.156 1.994
H 6.630 -7.195 0.646
H 7.088 -6.226 2.057
H 6.591 -5.438 0.559
H 4.706 -7.296 2.133
H 4.254 -6.149 0.878
H 3.341 -3.163 2.926
H 2.960 -4.220 1.561
H 5.346 -3.715 0.655
H 5.468 -2.492 1.917
H 2.136 -0.934 -1.933
H 3.764 -0.517 2.853
H 4.173 0.919 1.927
H 5.398 -0.340 2.182
Cl 1.837 2.454 -3.366
C 0.153 2.671 -2.849
Cl 0.016 4.061 -1.746
C -0.348 1.412 -2.119
O -0.388 0.320 -3.079
O 0.345 1.134 -1.043
H -0.428 2.891 -3.737
Cl 3.074 5.980 -2.043
C 3.980 5.311 -0.682
Cl 5.713 5.259 -1.064
Cl 3.710 6.274 0.778
C 3.515 3.951 -0.438
N 3.116 2.897 -0.250
```

## Properties
multiplicity	2
charge	-1
ΔE to the lowest compared entry with this formula, charge and spin	151.7	kJ/mol



> The highest charge belongs to which entry?

C33H35Cl2F11O27